[1]
A structure of composition C47H46F5N5O3PbSSi. Source: the Open Molecules 2025 dataset; level of theory: wB97M-V/def2-TZVPD.

```
109
Properties=species:S:1:pos:R:3:forces:R:3
Pb 0.540 -0.015 0.356 -0.53 -0.08 0.14
O 1.265 -1.490 1.605 0.38 -0.35 0.17
C 1.812 -2.716 1.186 -0.07 -0.19 0.27
C 1.309 -3.125 -0.221 -0.01 0.30 0.11
C -0.184 -3.128 -0.249 -0.12 0.04 -0.21
C -0.914 -4.307 -0.223 -0.03 -0.09 0.01
C -2.293 -4.243 -0.243 -0.06 -0.02 -0.05
C -2.912 -3.006 -0.277 -0.07 -0.05 -0.05
C -2.139 -1.858 -0.282 0.00 -0.15 -0.03
C -2.781 -0.506 -0.242 0.38 0.15 0.11
C -2.539 0.210 1.113 -0.20 -0.26 0.24
O -1.203 0.057 1.544 -0.26 0.48 -0.32
C -2.936 1.681 1.042 0.31 0.13 -0.10
C -3.756 2.217 0.054 0.02 -0.03 0.04
C -4.103 3.565 0.076 0.02 -0.01 0.03
C -3.638 4.389 1.089 0.10 0.01 -0.05
C -2.808 3.863 2.074 -0.02 0.03 -0.04
C -2.460 2.522 2.048 0.05 0.04 0.00
C -3.414 -0.494 2.165 0.13 -0.09 0.12
C -4.657 -0.001 2.552 -0.02 -0.12 -0.03
C -5.437 -0.700 3.466 0.01 0.00 -0.01
C -4.988 -1.899 4.001 0.05 0.03 0.01
C -3.748 -2.395 3.619 0.03 0.02 -0.02
C -2.964 -1.695 2.714 -0.06 0.08 0.01
N -0.800 -1.939 -0.287 0.05 0.03 -0.09
C 1.329 -3.799 2.171 0.05 0.13 0.16
C 0.341 -3.501 3.102 0.01 -0.10 0.02
C -0.124 -4.483 3.972 0.03 0.05 -0.05
C 0.397 -5.767 3.923 -0.02 0.01 -0.05
C 1.394 -6.065 3.000 -0.01 0.01 -0.02
C 1.859 -5.087 2.134 -0.07 0.01 0.00
C 3.339 -2.661 1.249 -0.04 0.17 0.03
C 3.908 -2.022 2.351 0.03 0.01 0.01
C 5.282 -1.938 2.491 0.02 -0.06 -0.02
C 6.118 -2.518 1.540 -0.05 -0.01 0.03
C 5.562 -3.167 0.452 -0.02 -0.05 0.04
C 4.178 -3.232 0.303 0.04 0.03 -0.01
H 1.692 -2.384 -0.923 0.01 -0.15 -0.14
H 1.678 -4.113 -0.487 0.01 -0.02 0.02
H -0.394 -5.255 -0.186 0.01 0.02 0.02
H -2.884 -5.151 -0.235 0.01 0.01 0.02
H -3.990 -2.919 -0.294 0.02 0.00 0.05
H -2.354 0.129 -1.012 -0.07 -0.06 -0.13
H -3.848 -0.616 -0.422 -0.03 0.05 -0.03
H -4.145 1.589 -0.738 0.02 0.02 0.00
H -4.737 3.971 -0.703 -0.01 -0.02 0.01
H -3.901 5.441 1.101 -0.01 -0.04 0.02
H -2.429 4.504 2.862 -0.01 -0.03 0.00
H -1.803 2.106 2.802 -0.03 0.01 -0.01
H -5.027 0.930 2.141 0.03 -0.01 0.04
H -6.397 -0.298 3.767 0.01 -0.01 -0.01
H -5.590 -2.435 4.723 -0.02 0.00 -0.02
H -3.383 -3.329 4.030 -0.01 0.02 0.00
H -1.988 -2.070 2.433 -0.06 0.02 0.03
H -0.047 -2.492 3.140 0.05 -0.03 0.03
H -0.890 -4.235 4.698 0.01 -0.01 -0.02
H 0.031 -6.532 4.596 0.03 0.01 0.01
H 1.816 -7.062 2.962 0.00 0.01 0.00
H 2.652 -5.325 1.432 -0.01 0.00 0.03
H 3.252 -1.593 3.099 0.01 0.05 -0.05
H 5.707 -1.424 3.344 -0.01 -0.02 0.01
H 7.193 -2.473 1.656 -0.01 0.03 -0.01
H 6.203 -3.632 -0.288 -0.02 0.03 -0.02
H 3.770 -3.725 -0.571 0.02 0.00 0.02
F -0.369 7.373 0.459 0.07 -0.04 -0.02
C 0.080 6.139 0.691 -0.08 0.17 0.01
C -0.270 5.101 -0.145 -0.13 -0.05 -0.11
F -1.037 5.339 -1.213 -0.03 -0.04 0.00
C 0.171 3.822 0.128 -0.03 0.06 -0.08
F -0.203 2.846 -0.717 -0.11 -0.05 0.07
C 0.980 3.520 1.206 0.00 -0.31 0.01
S 1.645 1.940 1.594 0.06 -0.02 0.06
C 1.327 4.591 2.020 0.07 0.02 0.25
F 2.108 4.382 3.083 -0.01 0.05 -0.04
C 0.891 5.878 1.778 0.09 0.09 0.13
F 1.256 6.874 2.587 -0.04 -0.04 -0.01
C 4.344 -1.023 -2.486 -0.15 -0.08 -0.11
Si 3.485 0.338 -1.534 0.36 -0.13 -0.12
C 4.645 0.912 -0.199 -0.16 0.11 0.34
C 3.281 1.777 -2.732 -0.42 0.16 0.09
O 2.054 -0.284 -1.018 0.37 0.25 -0.33
H 5.060 -0.614 -3.206 -0.03 -0.04 0.07
H 3.607 -1.620 -3.034 0.11 0.00 0.00
H 4.876 -1.676 -1.793 0.01 -0.03 -0.09
H 5.596 1.237 -0.631 -0.03 -0.07 -0.03
H 4.844 0.105 0.515 0.01 0.06 -0.05
H 4.220 1.753 0.357 0.11 -0.09 -0.03
H 4.253 2.180 -3.028 0.00 -0.10 0.02
H 2.724 2.600 -2.267 0.07 0.00 -0.05
H 2.747 1.470 -3.639 0.08 0.03 0.01
C -1.024 4.065 -4.346 0.05 0.02 -0.05
C -1.295 3.003 -5.408 -0.11 -0.07 0.26
C -2.716 2.461 -5.268 -0.01 0.02 -0.07
C -0.265 1.871 -5.358 -0.08 0.00 0.02
N -0.353 1.070 -4.138 -0.06 0.05 -0.38
C 0.040 1.351 -2.901 0.02 -0.13 0.04
N -0.342 0.374 -2.116 -0.24 0.11 -0.21
N -0.979 -0.521 -2.908 0.08 0.12 0.02
N -0.994 -0.110 -4.120 0.05 0.03 0.19
H -1.684 4.922 -4.488 0.02 -0.02 0.02
H 0.008 4.425 -4.384 -0.05 0.00 0.01
H -1.218 3.677 -3.343 0.00 0.04 0.00
H -1.186 3.452 -6.398 0.04 0.01 0.00
H -2.847 1.945 -4.313 0.00 0.03 -0.03
H -2.961 1.757 -6.066 0.00 0.00 0.04
H -3.436 3.280 -5.300 0.01 -0.03 -0.03
H 0.747 2.271 -5.420 0.05 -0.04 -0.02
H -0.429 1.177 -6.179 0.08 -0.06 0.00
H 0.599 2.219 -2.618 0.01 0.02 -0.05
```
Positions in Å, forces in eV/Å.

***

[2]
A structure of composition C47H46N6O5S5Sb2Sr. Source: the Open Molecules 2025 dataset; level of theory: wB97M-V/def2-TZVPD.

```
112
Properties=species:S:1:pos:R:3:forces:R:3
Sr 0.568 1.323 1.298 -0.98 1.00 -0.64
S 6.629 2.765 -2.468 -0.08 -0.41 -0.02
C 6.266 3.514 -3.957 -1.47 0.63 -0.08
C 4.913 3.448 -4.247 0.26 -1.69 -0.09
C 4.238 2.585 -3.319 0.50 0.82 0.41
C 5.015 2.147 -2.276 0.34 0.46 -0.03
C 4.583 1.415 -1.068 -0.65 0.03 -0.10
C 3.182 1.269 -0.842 1.37 -1.10 1.20
N 2.749 0.595 0.225 -0.20 0.96 -0.81
C 3.590 0.072 1.123 0.82 -1.08 0.06
C 4.999 0.131 0.991 -1.30 -0.12 -0.33
C 5.842 -0.642 1.887 -0.19 0.92 -0.93
C 5.351 -1.467 2.814 -2.42 -0.04 -0.07
C 3.867 -1.538 2.982 1.15 0.37 0.96
C 3.287 -2.199 4.115 1.85 -0.61 -0.50
C 1.971 -2.081 4.363 -1.77 0.06 -0.48
C 1.206 -1.274 3.461 -0.19 -0.78 0.97
N 1.692 -0.662 2.432 0.64 0.08 -0.51
C 3.025 -0.744 2.195 0.63 -0.04 0.01
C 1.261 -2.562 5.575 0.17 1.27 -0.19
C 0.120 -3.281 5.780 0.30 0.02 0.09
C -0.386 -3.053 7.089 -0.96 -1.77 0.95
C 0.322 -2.177 7.850 -0.05 0.68 -0.59
S 1.591 -1.528 6.913 0.28 -0.13 0.44
C 5.446 0.854 -0.131 0.21 0.25 0.12
H 7.006 4.083 -4.490 0.20 -0.06 -0.02
H 4.374 3.728 -5.166 0.73 0.36 0.57
H 3.181 2.441 -3.345 -0.50 -0.21 -0.20
H 2.446 1.647 -1.535 -0.10 0.07 0.10
H 6.883 -0.502 1.711 0.80 -0.18 0.15
H 5.962 -2.063 3.461 0.27 -0.16 0.19
H 3.921 -2.822 4.780 -0.37 0.57 -0.50
H 0.157 -1.115 3.671 -0.11 -0.05 0.00
H -0.335 -3.935 5.040 0.11 0.11 0.20
H -1.164 -3.703 7.543 0.31 0.82 -0.55
H 0.088 -1.744 8.817 0.12 -0.42 -0.11
H 6.513 0.996 -0.235 0.15 -0.10 -0.24
C 2.402 -1.881 -1.585 0.19 1.03 -1.05
Sb 0.511 -2.225 -0.717 -0.83 0.25 0.14
C 1.322 -3.700 0.589 0.57 -0.54 -0.48
C -0.008 -3.622 -2.309 -0.71 -0.40 1.35
C -1.264 -4.456 -2.296 -1.30 0.87 -0.62
C -1.849 -5.004 -1.139 1.68 1.07 -1.32
C -2.983 -5.742 -1.174 -1.09 -1.45 0.67
C -3.591 -5.961 -2.409 -0.37 0.07 -0.02
C -3.108 -5.355 -3.556 0.11 -0.30 1.21
C -1.985 -4.568 -3.518 1.95 1.13 -0.41
C -1.537 -3.830 -4.818 -0.03 0.94 2.75
Sb -2.350 -1.713 -4.808 -0.78 -0.93 0.82
C -2.337 -1.319 -6.891 -0.83 -0.09 -0.87
C -0.590 -0.539 -4.571 -0.38 -0.05 -0.49
H 2.648 -2.715 -2.215 0.16 -0.48 -0.35
H 3.146 -1.805 -0.819 0.43 0.00 0.52
H 2.474 -0.953 -2.201 -0.25 -0.70 0.44
H 1.678 -4.552 -0.021 0.37 0.59 0.21
H 0.583 -4.159 1.204 -0.69 0.00 0.75
H 2.109 -3.248 1.212 -0.16 -0.34 -0.26
H 0.829 -4.291 -2.237 0.71 -0.26 -0.37
H 0.012 -3.035 -3.197 0.40 0.32 -0.61
H -1.344 -4.799 -0.233 0.37 -0.03 1.06
H -3.304 -6.215 -0.213 -0.12 0.46 -1.13
H -4.484 -6.544 -2.557 -0.13 -0.29 0.47
H -3.608 -5.552 -4.462 -0.55 0.00 -1.06
H -1.934 -4.401 -5.582 -0.89 -0.75 -2.01
H -0.465 -3.759 -4.944 0.22 -0.17 -0.01
H -2.328 -2.233 -7.472 0.56 -0.37 -0.03
H -1.501 -0.683 -7.138 0.33 0.05 -0.23
H -3.252 -0.859 -7.289 0.15 0.28 0.60
H 0.130 -1.024 -5.184 0.87 -0.34 -0.67
H -0.156 -0.424 -3.594 -0.23 0.36 0.50
H -0.884 0.388 -5.079 0.32 0.05 0.56
N -3.590 7.090 1.603 -0.53 0.24 2.19
C -2.506 6.511 1.070 1.99 -2.01 -1.24
C -1.512 5.828 1.870 -1.23 2.31 -0.46
C -0.492 5.198 1.241 0.58 -0.47 -1.00
C -0.372 5.170 -0.149 0.14 -1.30 -0.57
C -1.333 5.749 -1.000 0.16 0.03 3.44
C -2.388 6.386 -0.335 -0.07 0.17 -0.87
S 0.763 3.936 -0.836 -1.88 -1.38 3.26
O 1.278 4.539 -1.998 0.75 0.05 -2.48
O 1.770 3.515 0.180 -1.08 0.42 -0.47
N -0.140 2.522 -0.905 1.54 0.97 0.39
C -1.214 2.255 -1.684 -1.17 0.68 0.65
S -1.495 3.022 -3.182 0.48 0.38 -1.67
C -2.910 2.091 -3.456 0.00 -0.20 -0.16
C -3.115 1.338 -2.357 1.04 1.22 0.43
N -2.227 1.487 -1.303 0.59 -0.55 -0.66
H -3.573 7.219 2.605 -0.09 -0.04 -0.19
H -4.197 7.713 1.136 -0.21 0.39 -0.79
H -1.459 5.970 2.945 -0.43 -0.32 -0.09
H 0.252 4.661 1.800 0.13 0.03 0.34
H -1.283 5.675 -2.041 0.04 -0.03 -1.33
H -3.172 6.767 -0.999 0.06 0.17 0.49
H -3.488 2.020 -4.379 0.30 0.44 0.35
H -3.990 0.783 -2.288 -1.14 -1.34 0.54
N -4.929 -1.395 1.498 -1.43 0.45 0.29
C -4.180 -0.456 2.237 0.63 -1.27 -0.29
C -4.041 0.848 1.848 -2.31 0.30 -1.52
C -3.313 1.694 2.623 1.14 1.37 0.49
C -2.500 1.273 3.681 -0.32 -0.22 -1.41
C -2.513 -0.083 3.943 0.24 0.02 0.62
C -3.376 -0.908 3.268 -0.49 -1.13 0.52
S -1.179 2.335 4.200 -0.05 0.52 -0.93
O -1.354 3.598 3.472 0.14 -1.03 0.71
O -0.003 1.584 3.585 -0.65 0.53 1.33
O -1.234 2.426 5.637 0.67 -0.37 -0.30
H -5.650 -0.884 0.956 0.57 -0.73 0.37
H -5.406 -2.070 2.123 0.50 0.58 -0.70
H -4.674 1.165 0.961 1.08 0.05 1.18
H -3.258 2.740 2.395 -0.05 0.41 -0.32
H -1.841 -0.503 4.671 0.09 -0.08 0.36
H -3.496 -1.957 3.550 0.37 0.21 -0.03
```
Positions in Å, forces in eV/Å.

***

Calculated HOMO-LUMO gap, 7.54, 6.53 eV (same order as the records).
Calculated HOMO, -8.5, -7.4 eV (same order as the records).